Record 1
C56H47ClN3O28P | wB97M-V/def2-TZVPD

CARTESIAN COORDINATES (ANGSTROEM)
C1 -6.1200 -2.6908 -3.3931
C2 -5.7182 -2.7004 -4.5182
C3 -5.0986 -2.8308 -5.8444
C4 -3.5700 -2.7372 -5.6597
C5 -3.0690 -4.0771 -5.0499
C6 -2.0716 -3.9465 -3.9226
C7 -1.1375 -2.8790 -3.9878
C8 -0.1828 -2.7160 -3.0330
C9 0.7983 -1.5690 -3.2036
C10 0.8810 -0.5801 -2.0431
C11 -0.3914 0.2526 -1.8424
C12 -0.5906 1.2394 -2.9794
O1 0.2260 2.0646 -3.2479
O2 -1.7692 1.0992 -3.6916
C13 -0.1292 -3.6098 -1.9341
N1 0.8402 -3.4183 -0.9744
C14 0.8421 -4.2549 0.0267
N2 1.7751 -4.1093 1.0698
C15 1.4123 -3.2457 1.9619
C16 0.6849 -3.6588 3.2202
C17 1.7072 -1.7745 1.8008
C18 -0.1109 -5.3405 0.0574
Cl1 -0.0201 -6.4649 1.3980
N3 -1.0128 -5.5893 -0.8286
C19 -1.0269 -4.6698 -1.8475
C20 -2.0074 -4.8227 -2.8696
P1 -3.2319 -6.2134 -2.8740
O3 -3.5399 -6.6449 -1.3227
O4 -2.3555 -7.4493 -3.5309
H1 -6.4265 -2.8769 -2.3928
H2 -5.4913 -2.0524 -6.4970
H3 -5.3271 -3.8184 -6.2247
H4 -3.1504 -2.6443 -6.6655
H5 -3.2816 -1.8581 -5.0875
H6 -3.9438 -4.6605 -4.7811
H7 -2.5849 -4.6294 -5.8630
H8 -1.1716 -2.2042 -4.8326
H9 1.7780 -1.9727 -3.4683
H10 0.4824 -0.9940 -4.0807
H11 1.1589 -1.0295 -1.0977
H12 1.6803 0.1260 -2.2868
H13 -0.2306 0.8665 -0.9516
H14 -1.2737 -0.3627 -1.6635
H15 -1.6257 0.3679 -4.3071
H16 0.5407 -2.8160 3.8962
H17 -0.3097 -3.9976 2.9242
H18 1.2557 -4.4454 3.7081
H19 2.7313 -1.6073 1.4779
H20 1.5829 -1.2970 2.7757
H21 0.9766 -1.3491 1.1091
H22 -2.9189 -7.3521 -1.0866
H23 -2.8756 -7.8507 -4.2337
C21 -8.7063 -5.2279 -10.4009
C22 -7.7106 -4.5278 -9.8427
C23 -6.9208 -5.0654 -8.6844
O5 -6.0144 -4.3866 -8.2349
C24 -7.2771 -6.3685 -8.1521
C25 -8.2748 -7.0689 -8.7073
C26 -9.0492 -6.5438 -9.8838
O6 -9.9300 -7.2399 -10.3492
O7 -8.6432 -8.2639 -8.2609
O8 -7.3554 -3.3206 -10.2731
H24 -9.2803 -4.8527 -11.2361
H25 -6.7119 -6.7360 -7.3066
H26 -9.3795 -8.5500 -8.8353
H27 -6.6147 -3.0395 -9.7037
C27 2.5134 3.2634 3.0934
C28 1.6176 2.2903 3.3007
C29 1.6181 1.4689 4.5589
O9 0.7621 0.6124 4.6833
C30 2.6412 1.7349 5.5554
C31 3.5392 2.7070 5.3479
C32 3.5218 3.5447 4.1009
O10 4.3544 4.4248 3.9865
O11 4.4970 2.9943 6.2227
O12 0.6718 1.9857 2.4161
H28 2.5209 3.8633 2.1939
H29 2.6419 1.1267 6.4488
H30 5.0046 3.7315 5.8332
H31 0.1609 1.2548 2.8137
C33 5.5189 9.0110 5.7949
C34 4.7358 8.0839 5.2198
C35 3.3897 7.7286 5.7995
O13 2.7101 6.8948 5.2290
C36 2.9648 8.3954 7.0161
C37 3.7533 9.3165 7.5856
C38 5.0816 9.6898 6.9958
O14 5.7387 10.5528 7.5638
O15 3.4178 9.9560 8.6985
O16 5.1072 7.4436 4.1211
H32 6.4852 9.2793 5.3914
H33 2.0049 8.1191 7.4299
H34 4.1563 10.5654 8.8939
H35 4.3840 6.8251 3.8929
C39 -1.2227 6.6412 1.9132
C40 -2.5302 6.4597 2.1372
C41 -3.0648 6.1764 3.5114
O17 -4.2672 6.0401 3.6437
C42 -2.1198 6.0752 4.6092
C43 -0.8076 6.2538 4.3915
C44 -0.2754 6.5635 3.0153
O18 0.9205 6.7308 2.8758
O19 0.0867 6.1664 5.3692
O20 -3.4380 6.5178 1.1677
H36 -0.8282 6.8468 0.9281
H37 -2.5164 5.8540 5.5900
H38 0.9773 6.3422 4.9842
H39 -4.2989 6.3538 1.5982
C45 9.4974 8.8159 10.1954
C46 8.5782 9.5060 9.5049
C47 8.4391 11.0020 9.6585
O21 7.6046 11.5854 8.9991
C48 9.3205 11.6768 10.6050
C49 10.2324 10.9797 11.2921
C50 10.3873 9.4982 11.1193
O22 11.2500 8.9301 11.7635
O23 11.0590 11.5467 12.1685
O24 7.7493 8.9033 8.6529
H40 9.6100 7.7457 10.0941
H41 9.2026 12.7448 10.7209
H42 11.6124 10.8231 12.5190
H43 7.1651 9.5862 8.2569
C51 -2.1295 -10.6553 -5.9944
C52 -3.1684 -10.3956 -6.7956
C53 -3.2223 -10.8975 -8.2094
O25 -4.2069 -10.6375 -8.8750
C54 -2.0923 -11.6641 -8.7095
C55 -1.0496 -11.9223 -7.9083
C56 -1.0074 -11.4415 -6.4851
O26 -0.0395 -11.7258 -5.8080
O27 0.0093 -12.6153 -8.3131
O28 -4.2188 -9.6791 -6.3958
H44 -2.0845 -10.2998 -4.9738
H45 -2.1337 -12.0065 -9.7337
H46 0.6109 -12.6584 -7.5453
H47 -4.8247 -9.6441 -7.1612

Electronic energy: -5234.58836 hartree
Structure (SMILES): C#CCCCc1cc(CCCC(=O)O)c2nc(N=C(C)C)c(Cl)nc2c1P(O)O.O=C1C=C(O)C(=O)C=C1O.O=C1C=C(O)C(=O)C=C1O.O=C1C=C(O)C(=O)C=C1O.O=C1C=C(O)C(=O)C=C1O.O=C1C=C(O)C(=O)C=C1O.O=C1C=C(O)C(=O)C=C1O
Orbital gap: 6.186 eV

Results of the Mulliken charge analysis, in e, for atoms 1 through 8: number 1, C, carries 0.1385; number 2, C, carries -0.6182; number 3, C, carries -0.8543; number 4, C, carries -0.6213; number 5, C, carries -1.0436; number 6, C, carries -0.3541; number 7, C, carries -0.6478; number 8, C, carries 0.2277

***

Record 2
C56H48Cl4O5PS2Ta | wB97M-V/def2-TZVPD

CARTESIAN COORDINATES (ANGSTROEM)
Ta1 0.0345 -0.0543 -0.0290
Cl1 2.4963 0.7401 0.9777
C1 3.5732 1.0947 -0.3358
C2 4.7921 1.6642 -0.0204
C3 5.6762 1.9724 -1.0387
C4 5.3110 1.7278 -2.3522
C5 4.0810 1.1590 -2.6405
Cl2 3.6767 0.9101 -4.3115
C6 3.1683 0.7881 -1.6382
S1 1.6747 -0.0117 -2.0613
H1 5.0375 1.8589 1.0168
H2 6.6451 2.3973 -0.8122
H3 5.9782 1.9754 -3.1684
C7 -2.5937 -5.9587 2.1502
C8 -1.9244 -4.6283 2.3999
C9 -1.8892 -4.2629 3.8711
O1 -0.6084 -4.6689 1.8549
C10 -0.3767 -3.5399 1.0421
C11 -1.6810 -2.7195 1.1314
O2 -2.6171 -3.6323 1.6652
C12 -2.2043 -2.1839 -0.2275
O3 -1.3139 -1.1753 -0.6809
C13 -3.5781 -1.5223 -0.1027
C14 -4.2509 -1.1913 -1.2779
C15 -5.4769 -0.5481 -1.2371
C16 -6.0517 -0.2258 -0.0109
C17 -5.3779 -0.5324 1.1610
C18 -4.1420 -1.1707 1.1170
C19 -2.2355 -3.3196 -1.2549
C20 -1.3287 -3.3397 -2.3096
C21 -1.3492 -4.3728 -3.2418
C22 -2.2801 -5.3936 -3.1285
C23 -3.1968 -5.3717 -2.0836
C24 -3.1806 -4.3403 -1.1561
C25 0.8953 -2.7349 1.4731
O4 0.6960 -1.4092 0.9871
C26 1.0099 -2.6893 2.9878
C27 0.6704 -1.5314 3.6784
C28 0.7495 -1.4957 5.0693
C29 1.1781 -2.6098 5.7722
C30 1.5209 -3.7683 5.0815
C31 1.4321 -3.8104 3.6993
C32 2.1859 -3.2150 0.7864
C33 3.4177 -3.0632 1.4186
C34 4.6004 -3.3541 0.7529
C35 4.5725 -3.7855 -0.5672
C36 3.3535 -3.9025 -1.2181
C37 2.1731 -3.6147 -0.5487
H4 -2.0563 -6.7510 2.6738
H5 -2.5999 -6.1681 1.0797
H6 -3.6225 -5.9194 2.5148
H7 -1.2243 -4.9436 4.4031
H8 -2.8951 -4.3408 4.2888
H9 -1.5255 -3.2421 4.0082
H10 -0.2285 -3.8928 0.0299
H11 -1.5461 -1.8593 1.7965
H12 -3.8057 -1.4432 -2.2334
H13 -5.9878 -0.3086 -2.1635
H14 -7.0196 0.2603 0.0255
H15 -5.8115 -0.2748 2.1206
H16 -3.6295 -1.3912 2.0444
H17 -0.6141 -2.5330 -2.4138
H18 -0.6354 -4.3752 -4.0568
H19 -2.2999 -6.1972 -3.8553
H20 -3.9357 -6.1595 -1.9952
H21 -3.9084 -4.3142 -0.3559
H22 0.3259 -0.6582 3.1373
H23 0.4708 -0.5904 5.5956
H24 1.2454 -2.5811 6.8537
H25 1.8539 -4.6440 5.6247
H26 1.6886 -4.7187 3.1675
H27 3.4606 -2.7024 2.4388
H28 5.5467 -3.2367 1.2679
H29 5.4940 -4.0187 -1.0860
H30 3.3201 -4.2052 -2.2582
H31 1.2441 -3.6920 -1.0979
Cl3 -3.1479 0.2319 -4.4610
C38 -2.5453 1.6462 -3.5923
Cl4 -1.2918 1.2506 -2.3980
H32 -3.3705 2.1126 -3.0720
H33 -2.0790 2.3133 -4.3017
S2 -1.0780 1.1353 1.5346
O5 0.6919 2.4287 -0.5908
P1 0.5860 3.9161 -0.6672
C39 0.5978 4.3813 -2.4090
C40 1.7219 4.0159 -3.1545
C41 1.7270 4.1832 -4.5295
C42 0.6081 4.7076 -5.1691
C43 -0.5083 5.0801 -4.4332
C44 -0.5161 4.9188 -3.0521
C45 2.0019 4.7264 0.0857
C46 2.5497 4.1389 1.2243
C47 3.6149 4.7504 1.8725
C48 4.1229 5.9520 1.3924
C49 3.5689 6.5458 0.2648
C50 2.5102 5.9338 -0.3912
C51 -0.8731 4.6705 0.0813
C52 -0.7841 5.8571 0.8096
C53 -1.9241 6.4198 1.3699
C54 -3.1552 5.8011 1.2081
C55 -3.2509 4.6171 0.4862
C56 -2.1157 4.0537 -0.0750
H34 2.5820 3.5789 -2.6538
H35 2.5974 3.8935 -5.1073
H36 0.6094 4.8238 -6.2456
H37 -1.3735 5.4996 -4.9339
H38 -1.3837 5.2152 -2.4742
H39 2.1257 3.2145 1.6001
H40 4.0438 4.2904 2.7547
H41 4.9506 6.4315 1.9019
H42 3.9616 7.4882 -0.1001
H43 2.0850 6.3888 -1.2794
H44 0.1748 6.3403 0.9475
H45 -1.8479 7.3378 1.9397
H46 -4.0415 6.2365 1.6544
H47 -4.2071 4.1186 0.3779
H48 -2.1855 3.1148 -0.6095

Electronic energy: -5574.69569 hartree
Energy above the lowest of the compared OMol25 structures with the same formula, charge and spin: 38.2 kcal/mol
Orbital gap: 7.962 eV

Results of the Mulliken charge analysis, in e, for atoms 1 through 8: number 1, Ta, carries -1.6554; number 2, Cl, carries -0.1169; number 3, C, carries 0.7163; number 4, C, carries -0.6916; number 5, C, carries -0.6702; number 6, C, carries -0.6805; number 7, C, carries 0.0181; number 8, Cl, carries -0.1785

***

Record 3
C56H48CoIN5O6PS | wB97M-V/def2-TZVPD

CARTESIAN COORDINATES (ANGSTROEM)
Co1 0.3776 0.9702 0.1698
C1 3.2920 -2.4285 -2.5173
C2 4.4426 -1.4971 -2.4371
C3 5.7011 -1.9884 -2.7830
C4 6.8723 -1.2644 -2.6960
C5 6.7500 0.0536 -2.4213
C6 5.5308 0.6221 -2.0976
C7 5.4008 2.0881 -1.7472
C8 4.3234 -0.1384 -2.1339
N1 3.1475 0.5751 -1.7767
C9 2.2007 0.7520 -2.6844
O1 2.0801 0.2860 -3.8334
C10 1.3474 1.9874 -2.4205
C11 1.1611 2.9170 -3.4983
C12 0.7708 4.2292 -3.2795
C13 0.5594 4.5820 -1.9250
C14 0.6206 3.6037 -0.9277
N2 1.0417 2.3654 -1.1985
C15 0.3472 3.9597 0.5137
O2 0.2573 5.1448 0.8147
N3 0.2850 2.8457 1.2443
C16 0.5637 3.0138 2.6287
C17 1.8603 3.2192 3.1157
C18 3.0385 3.3960 2.1889
C19 2.0687 3.3761 4.4857
C20 1.0010 3.3175 5.3563
C21 -0.3004 3.0658 4.8953
C22 -0.5372 2.9371 3.5098
C23 -1.8629 2.6966 3.0176
H1 3.5289 -3.4317 -2.9661
H2 2.5986 -1.9980 -3.1544
H3 2.8491 -2.5572 -1.5024
H4 5.7057 -3.0339 -2.9614
H5 7.7750 -1.7901 -2.8971
H6 7.6317 0.6759 -2.4213
H7 4.8939 2.6018 -2.5633
H8 6.3397 2.5767 -1.5537
H9 4.7746 2.1544 -0.8594
H10 1.3137 2.4548 -4.4864
H11 0.5399 4.9377 -4.0388
H12 0.1612 5.5121 -1.6485
H13 3.0481 2.5034 1.5198
H14 3.9891 3.4006 2.7376
H15 2.9676 4.3174 1.5492
H16 3.0917 3.6190 4.9296
H17 1.1278 3.5212 6.4122
H18 -1.0860 3.0338 5.6226
H19 -2.6194 2.7268 3.8140
H20 -1.8690 1.7239 2.5478
H21 -2.1438 3.4773 2.2964
I1 2.6072 -0.3759 0.9101
C24 2.3183 -0.5257 3.0278
C25 3.5182 -0.4530 3.6948
C26 3.5805 -0.3134 5.0923
C27 2.3720 -0.3034 5.8098
C28 1.1133 -0.3781 5.1078
C29 -0.0434 -0.3329 5.8955
C30 -1.2703 -0.4600 5.2957
C31 -1.3304 -0.6296 3.9095
C32 -0.2438 -0.6902 3.0594
P1 -0.5736 -0.8312 1.3075
C33 0.1952 -2.4731 0.7615
C34 -0.1157 -2.6817 -0.5775
C35 0.1941 -3.8951 -1.1414
C36 0.7806 -4.9219 -0.4097
C37 1.0998 -4.6781 0.9075
C38 0.7632 -3.4453 1.5106
C39 -2.3998 -1.3390 1.2788
C40 -2.7383 -2.6809 1.2006
C41 -4.0431 -3.0675 0.8544
C42 -5.0522 -2.1013 0.8353
C43 -4.6779 -0.7496 0.9583
C44 -3.3898 -0.3626 1.1541
C45 1.0294 -0.5336 3.6768
H22 4.4729 -0.3445 3.2084
H23 4.5004 -0.0620 5.5675
H24 2.2978 -0.1903 6.8999
H25 0.1675 -0.0364 6.9348
H26 -2.1764 -0.3338 5.8802
H27 -2.3417 -0.8080 3.5415
H28 -0.7190 -1.9062 -1.0690
H29 0.0320 -4.0534 -2.2200
H30 1.0819 -5.8604 -0.8598
H31 1.6045 -5.4894 1.4606
H32 0.9749 -3.2978 2.5869
H33 -1.9290 -3.4122 1.2368
H34 -4.2486 -4.1180 0.7653
H35 -6.0970 -2.3140 0.7231
H36 -5.4619 -0.0166 0.9044
H37 -3.1816 0.7054 1.2207
O3 -1.6904 0.9526 -1.0924
N4 -2.7076 1.7230 -1.2166
C46 -2.7501 2.8385 -0.4778
C47 -3.8842 3.6272 -0.4946
C48 -4.9566 3.4138 -1.4048
C49 -4.8445 2.2942 -2.1888
C50 -3.7666 1.4200 -2.0181
H38 -1.9219 2.9630 0.1825
H39 -3.8942 4.5279 0.0899
H40 -5.8148 4.0871 -1.5010
H41 -5.5549 1.8895 -2.8822
H42 -3.6876 0.5022 -2.5686
N5 -1.0368 -0.8937 -3.4872
C51 -1.9409 -1.9312 -3.6680
C52 -2.9749 -2.1683 -2.7086
C53 -4.0072 -3.0703 -2.9687
C54 -3.9885 -3.8364 -4.1480
C55 -2.9301 -3.6685 -5.0328
C56 -1.9088 -2.7401 -4.8019
S1 -5.3191 -4.9396 -4.5313
O4 -6.1054 -4.9214 -3.2840
O5 -4.7109 -6.2045 -4.8425
O6 -5.9867 -4.3507 -5.6827
H43 -0.1564 -0.8915 -3.9252
H44 -1.0912 -0.4143 -2.6004
H45 -3.1195 -1.5874 -1.7916
H46 -4.8714 -3.1587 -2.3079
H47 -2.9150 -4.2004 -5.9555
H48 -1.0927 -2.6151 -5.5314

Electronic energy: -5308.07858 hartree
Orbital gap (alpha / beta): 6.457 / 6.461 eV
Spin multiplicity: 3
Total charge: -2

Results of the Mulliken charge analysis, in e, for atoms 1 through 8: number 1, Co, carries 0.8848; number 2, C, carries -0.7781; number 3, C, carries 1.1740; number 4, C, carries -1.0970; number 5, C, carries -0.7426; number 6, C, carries -0.8385; number 7, C, carries 0.9051; number 8, C, carries -1.2334

***

Record 4
C56H48FLaN2O8P2Si | wB97M-V/def2-TZVPD

CARTESIAN COORDINATES (ANGSTROEM)
La1 -1.6238 -1.0705 0.6188
C1 -0.0447 -3.1716 4.1417
Si1 0.2670 -1.5209 3.1871
C2 2.1761 -1.7245 2.7353
C3 3.0640 -1.6558 3.7971
C4 4.4027 -1.5356 3.5616
C5 4.9241 -1.4420 2.2591
C6 4.0542 -1.5570 1.1777
C7 2.6931 -1.7280 1.4023
P1 1.4422 -1.8468 0.0628
C8 2.2470 -1.1848 -1.4865
C9 2.9082 0.0306 -1.4221
C10 3.4508 0.6006 -2.5622
C11 3.3159 -0.0342 -3.7828
C12 2.6325 -1.2320 -3.8488
C13 2.0753 -1.8088 -2.7087
C14 1.7204 -3.6444 -0.1602
C15 2.9689 -4.1670 -0.5302
C16 3.2457 -5.5390 -0.5189
C17 2.2588 -6.4193 -0.1086
C18 0.9941 -5.9313 0.2425
C19 0.7329 -4.5461 0.2323
C20 0.6016 -0.2115 4.6704
C21 0.2830 -0.5021 5.9849
C22 0.7237 0.3172 7.0518
C23 1.4596 1.4559 6.7669
C24 1.7122 1.8139 5.4353
C25 1.2594 0.9874 4.4194
P2 1.3235 1.4965 2.6498
C26 2.6745 2.6618 2.5203
C27 3.9637 2.1650 2.4455
C28 5.0340 2.9847 2.3401
C29 4.8617 4.3665 2.2814
C30 3.5739 4.8958 2.3645
C31 2.4722 4.0184 2.4455
C32 -0.1691 2.4724 2.3607
C33 -1.1102 2.6309 3.3035
C34 -2.5660 2.9064 3.1059
C35 -3.2365 3.0219 1.9319
C36 -2.6044 3.1504 0.5899
C37 -0.3920 2.7670 0.8895
H1 0.6242 -3.2700 4.9901
H2 0.1586 -3.9687 3.4076
H3 -1.0594 -3.4088 4.4175
H4 2.6537 -1.5738 4.8112
H5 5.0892 -1.4182 4.4159
H6 5.9579 -1.1799 2.1307
H7 4.4322 -1.3622 0.1789
H8 3.0506 0.5682 -0.4901
H9 3.9246 1.5680 -2.4050
H10 3.7129 0.3886 -4.7373
H11 2.5368 -1.7031 -4.8329
H12 1.4426 -2.6458 -2.8058
H13 3.7379 -3.4338 -0.7625
H14 4.2240 -5.9117 -0.7890
H15 2.4847 -7.4718 -0.0853
H16 0.2077 -6.6121 0.5724
H17 -0.2276 -4.1824 0.5800
H18 -0.3188 -1.3661 6.2478
H19 0.4619 0.1034 8.0893
H20 1.8782 2.0580 7.5950
H21 2.1883 2.7683 5.2152
H22 4.1282 1.0547 2.4195
H23 6.0226 2.5909 2.2055
H24 5.6940 5.0742 2.1940
H25 3.4248 5.9569 2.2602
H26 1.5017 4.4830 2.4823
H27 -0.8827 2.2958 4.3308
H28 -3.1859 2.8019 4.0214
H29 -4.3261 2.9974 1.9225
H30 -3.2269 3.8542 -0.0053
H31 0.5220 3.0505 0.3922
C38 -5.4484 2.9078 -4.4129
C39 -4.0843 3.6454 -4.4110
C40 -3.5953 4.0979 -5.7718
C41 -3.2820 2.9082 -6.6719
C42 -2.4995 1.8637 -5.9283
C43 -1.7562 0.9323 -6.6240
C44 -1.0224 -0.0038 -5.9220
F1 -0.3023 -0.9027 -6.6701
C45 -0.9548 -0.0626 -4.5638
C46 -1.6570 0.8794 -3.8229
C47 -1.5439 0.8543 -2.3549
O1 -0.8102 0.0170 -1.7999
C48 -2.3050 1.8913 -1.6135
C49 -3.0149 2.7785 -2.3404
N1 -3.1152 2.7989 -3.7462
C50 -2.4296 1.8399 -4.4640
C51 -2.2972 1.8392 -0.1578
O2 -1.3328 3.7874 0.7336
O3 -0.9404 1.5779 0.3164
H32 -6.2616 3.4811 -4.8929
H33 -5.7952 2.7099 -3.3889
H34 -5.3473 1.9334 -4.9210
H35 -4.2414 4.5410 -3.7583
H36 -2.7026 4.6956 -5.6641
H37 -4.3892 4.7429 -6.1588
H38 -2.7162 3.3070 -7.5335
H39 -4.2339 2.5330 -7.0179
H40 -1.7844 0.9577 -7.6767
H41 -0.3492 -0.7354 -3.9545
H42 -3.6403 3.5578 -1.8848
C52 -2.8206 -4.1863 1.9039
O4 -2.0584 -3.1732 1.4171
C53 -5.3299 -1.9827 -0.4900
O5 -6.2689 -1.3506 -0.5178
H43 -2.5283 -5.1586 1.4651
H44 -3.9267 -3.9936 1.7567
H45 -2.6684 -4.2742 2.9827
O6 -3.3565 0.4328 4.4104
C54 -3.4607 -0.0899 3.3372
N2 -3.5382 -0.6385 2.2673
C55 -0.6053 -4.1494 -2.9706
C56 -1.4239 -2.9069 -2.4585
O7 -2.2805 -2.3844 -3.1857
O8 -1.1297 -2.5426 -1.2851
H46 -1.2797 -5.0178 -2.9358
H47 0.3178 -4.3070 -2.3934
H48 -0.3915 -4.0267 -4.0406

Electronic energy: -3977.99718 hartree
Energy above the lowest of the compared OMol25 structures with the same formula, charge and spin: 89.0 kcal/mol
Orbital gap: 5.185 eV
Total charge: -2

Results of the Mulliken charge analysis, in e, for atoms 1 through 8: number 1, La, carries 1.5962; number 2, C, carries -1.6595; number 3, Si, carries 0.6142; number 4, C, carries -0.4190; number 5, C, carries -0.1152; number 6, C, carries -0.5591; number 7, C, carries -1.2091; number 8, C, carries -0.0810

***

Which formula does entry 2 have? C56H48Cl4O5PS2Ta

***

Look up the electronic energy of the second one. -5574.69569 hartree